#i
Computed, not measured: an isolated molecule of C3H6N4S, with ωB97M-V/def2-TZVPD.

Summary:
HOMO	-9.0	eV
net charge	0
multiplicity	1
gap between HOMO and LUMO	9.5	eV

Last column: Löwdin charge in e.
Cartesian coordinates (Å):
H1 -0.27 2.79 0.65  0.057
N1 -0.53 1.97 0.08  0.105
C1 0.10 0.93 0.51  -0.353
N2 -0.24 -0.37 0.16  -0.153
C2 0.75 -1.39 0.36  -0.282
N3 1.98 -1.17 0.34  -0.255
S1 2.47 0.35 -0.53  0.693
N4 -1.31 -0.96 -0.33  -0.020
C3 -2.35 -0.34 -0.58  -0.043
H2 0.95 0.93 1.16  0.064
H3 0.39 -2.32 0.73  0.115
H4 3.77 -0.12 -1.03  -0.085
H5 -3.19 -1.05 -0.99  0.105
H6 -2.52 0.72 -0.53  0.050

***

#ii
Computed, not measured: an isolated molecule of C3H6N4S, with ωB97M-V/def2-TZVPD.

Summary:
HOMO	-8.2	eV
net charge	0
multiplicity	1
gap between HOMO and LUMO	8.4	eV

Last column: Löwdin charge in e.
Cartesian coordinates (Å):
H1 1.88 0.93 -0.98  0.176
N1 1.42 -0.09 -1.54  0.049
C1 1.06 -1.02 -0.71  -0.281
N2 0.66 -0.88 0.70  0.007
C2 0.48 0.48 1.09  -0.267
N3 -0.38 1.33 0.68  0.056
C3 -1.03 1.33 -0.61  -0.292
N4 -2.16 0.62 -0.83  -0.433
S1 -2.50 -0.83 -0.10  0.634
H2 0.90 -2.12 -0.94  0.125
H3 1.18 -1.30 1.42  0.093
H4 0.82 0.74 2.12  0.128
H5 -0.56 1.76 -1.50  0.103
H6 -1.77 -0.94 1.18  -0.097

***

Which of them is the most stable? Correct choice: #i.

***

#i
Computed, not measured: a cluster of 2 separate species, C2H7N2O2 in total, with ωB97M-V/def2-TZVPD.

Summary:
HOMO	-4.2	eV
net charge	-1
multiplicity	1
gap between HOMO and LUMO	8.3	eV

Last column: Löwdin charge in e.
Cartesian coordinates (Å):
N1 0.68 -0.32 -0.14  -0.002
C1 1.31 0.62 0.69  -0.408
N2 1.13 0.46 2.16  -0.034
H1 1.14 -1.22 -0.21  0.054
H2 -0.34 -0.42 -0.31  0.015
H3 0.98 1.64 0.42  0.102
H4 2.38 0.62 0.46  0.081
H5 0.93 -0.53 2.30  0.043
H6 0.26 0.92 2.40  0.039
O1 -2.10 -0.56 -0.69  -0.153
C2 -2.13 -0.43 -1.94  -0.690
O2 -3.11 -0.33 -2.69  -0.133
H7 -1.14 -0.45 -2.46  0.086

***

#ii
Computed, not measured: a cluster of 2 separate species, C2H7N2O2 in total, with ωB97M-V/def2-TZVPD.

Summary:
HOMO	-4.4	eV
net charge	-1
multiplicity	1
gap between HOMO and LUMO	8.8	eV

Last column: Löwdin charge in e.
Cartesian coordinates (Å):
N1 -1.46 0.59 -0.23  -0.026
C1 -0.86 0.11 -1.47  -0.371
N2 -0.12 -1.16 -1.30  -0.036
H1 -0.68 0.71 0.45  0.029
H2 -2.16 0.02 0.25  0.043
H3 -0.28 0.86 -1.79  0.046
H4 -1.56 -0.06 -2.31  0.088
H5 -0.73 -1.81 -0.78  0.049
H6 0.68 -0.92 -0.69  0.028
O1 2.13 1.62 2.09  -0.101
C2 1.77 0.45 1.97  -0.657
O2 0.97 -0.11 1.15  -0.179
H7 2.28 -0.31 2.66  0.088

***

Which of them is the most stable? Correct choice: #i.

***

#i
Computed, not measured: an isolated molecule of CH3BrI2Si, with ωB97M-V/def2-TZVPD.

Summary:
HOMO	-9.9	eV
net charge	0
multiplicity	1
gap between HOMO and LUMO	9.2	eV

Last column: Löwdin charge in e.
Cartesian coordinates (Å):
C1 -1.21 0.02 -0.12  -0.265
Si1 0.91 0.03 0.11  -0.640
Br1 1.41 0.01 2.37  0.171
I1 1.86 -2.01 -0.92  0.367
I2 1.90 2.11 -0.92  0.329
H1 -1.76 0.96 0.13  0.027
H2 -1.47 -0.47 -1.17  0.061
H3 -1.64 -0.66 0.52  -0.049

***

#ii
Computed, not measured: an isolated molecule of CH3BrI2Si, with ωB97M-V/def2-TZVPD.

Summary:
HOMO	-9.7	eV
net charge	0
multiplicity	1
gap between HOMO and LUMO	9.4	eV

Last column: Löwdin charge in e.
Cartesian coordinates (Å):
Br1 -2.47 0.79 -0.12  0.447
C1 -0.41 0.85 -0.42  -0.749
Si1 0.28 -0.78 0.19  -0.343
I1 0.26 -0.95 2.66  0.374
I2 2.67 -0.91 -0.57  0.329
H1 -0.05 1.12 -1.47  0.041
H2 -0.18 1.82 0.12  0.029
H3 -0.10 -1.94 -0.40  -0.128

***

Which of them is the most stable? Correct choice: #i.

***

#i
Computed, not measured: an isolated molecule of C22H22N4O, with ωB97M-V/def2-TZVPD.

Summary:
HOMO	-8.3	eV
net charge	0
multiplicity	1
gap between HOMO and LUMO	8.6	eV

Last column: Löwdin charge in e.
Cartesian coordinates (Å):
O1 0.10 2.45 3.43  0.051
C1 0.18 2.33 2.21  -0.462
C2 -0.35 1.10 1.57  0.007
C3 0.36 0.30 0.77  -0.049
C4 -0.09 -0.99 0.29  -0.136
C5 -1.05 -1.82 0.83  0.029
N1 -1.08 -2.95 0.09  -0.080
C6 -1.89 -4.08 0.25  -0.181
C7 -1.85 -5.07 -0.73  -0.017
C8 -2.64 -6.20 -0.60  -0.079
C9 -3.47 -6.35 0.50  -0.094
C10 -3.50 -5.37 1.47  -0.084
C11 -2.72 -4.23 1.35  -0.020
N2 -0.20 -2.89 -0.91  0.154
C12 0.41 -1.73 -0.82  -0.192
C13 1.43 -1.34 -1.78  -0.140
C14 2.28 -2.28 -2.35  -0.009
C15 3.24 -1.87 -3.25  -0.056
C16 3.33 -0.52 -3.55  -0.152
N3 2.51 0.39 -3.05  0.064
C17 1.58 -0.01 -2.20  -0.101
N4 0.78 3.25 1.43  -0.060
C18 0.72 3.28 -0.02  -0.166
C19 0.50 4.72 -0.52  -0.174
C20 -0.37 5.47 0.48  -0.193
C21 0.38 5.64 1.80  -0.160
C22 1.32 4.45 2.03  -0.142
H1 -1.32 0.79 1.93  0.119
H2 1.35 0.59 0.45  0.119
H3 -1.67 -1.67 1.69  0.123
H4 -1.20 -4.93 -1.58  0.102
H5 -2.60 -6.96 -1.36  0.104
H6 -4.08 -7.23 0.60  0.101
H7 -4.15 -5.48 2.33  0.105
H8 -2.76 -3.48 2.13  0.102
H9 2.18 -3.32 -2.07  0.114
H10 3.92 -2.58 -3.70  0.101
H11 4.07 -0.14 -4.24  0.103
H12 0.91 0.76 -1.84  0.104
H13 -0.11 2.65 -0.34  0.117
H14 1.65 2.88 -0.45  0.121
H15 0.03 4.69 -1.50  0.112
H16 1.46 5.24 -0.62  0.112
H17 -1.29 4.90 0.65  0.114
H18 -0.66 6.45 0.08  0.107
H19 -0.33 5.72 2.63  0.109
H20 0.98 6.56 1.78  0.109
H21 2.30 4.64 1.59  0.126
H22 1.44 4.25 3.10  0.119

***

#ii
Computed, not measured: an isolated molecule of C22H22N4O, with ωB97M-V/def2-TZVPD.

Summary:
HOMO	-7.7	eV
net charge	0
multiplicity	1
gap between HOMO and LUMO	8.1	eV

Last column: Löwdin charge in e.
Cartesian coordinates (Å):
C1 -1.49 -1.04 4.02  -0.091
C2 -0.97 -1.48 2.70  -0.407
C3 -1.01 -3.04 2.53  -0.072
C4 -1.72 -0.83 1.62  -0.148
N1 -3.06 -0.95 1.50  0.171
N2 -3.36 -0.05 0.54  -0.071
C5 -4.67 0.28 0.23  -0.027
C6 -4.90 1.19 -0.79  -0.063
C7 -3.77 1.87 -1.43  -0.011
C8 -2.49 1.55 -1.02  -0.132
C9 -2.24 0.62 0.06  -0.166
C10 -1.15 0.12 0.49  -0.023
C11 0.04 0.74 0.00  -0.181
N3 1.07 0.48 0.73  0.169
N4 2.10 1.44 0.71  -0.034
C12 3.31 1.13 1.49  -0.107
C13 4.39 0.84 0.53  -0.170
C14 4.55 -0.44 -0.05  -0.062
C15 5.68 -0.79 -0.75  -0.108
C16 6.69 0.14 -1.05  -0.072
C17 6.61 1.35 -0.38  -0.128
C18 5.53 1.72 0.32  -0.027
C19 1.92 2.77 0.53  -0.382
O1 2.78 3.63 0.84  0.027
C20 0.62 3.17 -0.20  -0.013
C21 0.07 1.93 -0.95  -0.189
C22 -1.29 2.15 -1.68  -0.094
H1 -2.37 -1.48 4.46  0.074
H2 -0.71 -1.23 4.78  0.081
H3 -1.65 0.08 3.99  0.102
H4 0.11 -1.12 2.36  0.158
H5 -0.28 -3.48 3.28  0.090
H6 -2.03 -3.54 2.63  0.095
H7 -0.64 -3.32 1.56  0.056
H8 -5.51 -0.22 0.82  0.145
H9 -5.89 1.50 -0.98  0.078
H10 -3.91 2.52 -2.27  0.106
H11 3.30 0.21 2.06  0.126
H12 3.61 1.94 2.15  0.126
H13 3.75 -1.19 0.04  0.115
H14 5.62 -1.82 -1.16  0.109
H15 7.57 -0.16 -1.66  0.110
H16 7.35 2.00 -0.69  0.084
H17 5.69 2.71 0.67  0.101
H18 -0.08 3.51 0.53  0.120
H19 0.73 3.98 -0.90  0.121
H20 0.75 1.60 -1.75  0.156
H21 -1.39 3.25 -1.93  0.143
H22 -1.30 1.68 -2.63  0.113

***

Which of them is the most stable? Correct choice: #i.

***

#i
Computed, not measured: an isolated molecule of C5H11Cl, with ωB97M-V/def2-TZVPD.

Summary:
HOMO	-10.4	eV
net charge	0
multiplicity	1
gap between HOMO and LUMO	11.3	eV

Last column: Löwdin charge in e.
Cartesian coordinates (Å):
C1 -0.86 -1.56 -1.02  -0.172
C2 -0.02 -1.23 0.13  -0.294
C3 -0.32 0.02 1.09  -0.237
C4 0.03 1.33 0.46  -0.774
C5 1.27 1.35 -0.43  -0.119
Cl1 0.01 2.69 1.68  0.552
H1 -2.02 -1.68 -0.70  0.126
H2 -1.08 -0.69 -1.46  -0.009
H3 -0.58 -2.35 -1.90  0.138
H4 -0.18 -2.19 0.73  0.113
H5 1.09 -1.17 -0.22  0.113
H6 0.11 -0.05 2.13  0.113
H7 -1.43 0.09 1.27  0.117
H8 -0.91 1.65 -0.12  0.103
H9 1.39 0.44 -1.14  0.096
H10 1.95 1.08 0.37  0.072
H11 1.53 2.28 -0.87  0.062

***

#ii
Computed, not measured: an isolated molecule of C5H11Cl, with ωB97M-V/def2-TZVPD.

Summary:
HOMO	-10.4	eV
net charge	0
multiplicity	1
gap between HOMO and LUMO	11.4	eV

Last column: Löwdin charge in e.
Cartesian coordinates (Å):
C1 1.39 1.75 -0.95  -0.095
C2 0.31 1.33 0.03  -0.270
C3 0.02 -0.14 -0.05  -0.897
C4 1.21 -0.94 0.30  -0.154
C5 -0.56 -0.65 -1.39  -0.121
Cl1 -1.27 -0.68 1.16  0.596
H1 2.35 1.29 -0.70  0.083
H2 1.03 1.55 -1.95  0.067
H3 1.48 2.81 -0.97  0.065
H4 -0.63 1.74 -0.27  0.098
H5 0.51 1.84 0.95  0.110
H6 1.56 -0.60 1.28  0.088
H7 0.91 -2.01 0.20  0.090
H8 2.04 -0.80 -0.45  0.098
H9 -0.58 -1.76 -1.40  0.084
H10 0.20 -0.41 -2.20  0.092
H11 -1.46 -0.19 -1.74  0.068

***

Which of them is the most stable? Correct choice: #ii.

***

#i
Computed, not measured: a cluster of 2 separate species, CH3NO4 in total, with ωB97M-V/def2-TZVPD.

Summary:
HOMO	-10.6	eV
net charge	0
multiplicity	1
gap between HOMO and LUMO	10.7	eV

Last column: Löwdin charge in e.
Cartesian coordinates (Å):
O1 1.77 0.68 -2.42  0.126
N1 1.02 1.23 -1.68  -0.471
O2 0.58 2.35 -1.68  0.124
O3 0.68 0.49 -0.59  0.066
H1 0.86 -0.45 -0.39  0.148
C1 -1.24 -1.03 1.70  -0.126
O4 -1.08 -2.21 1.58  -0.002
H2 -1.28 -0.64 2.67  0.062
H3 -1.31 -0.41 0.81  0.072

***

#ii
Computed, not measured: a cluster of 2 separate species, CH3NO4 in total, with ωB97M-V/def2-TZVPD.

Summary:
HOMO	-8.5	eV
net charge	0
multiplicity	1
gap between HOMO and LUMO	8.8	eV

Last column: Löwdin charge in e.
Cartesian coordinates (Å):
C1 -0.67 -0.18 -0.29  -0.217
N1 1.51 0.12 -0.07  -0.349
O1 2.18 -0.85 0.17  0.012
O2 1.78 1.29 -0.15  -0.008
O3 -1.06 0.83 0.60  0.096
O4 -0.96 -1.41 0.00  0.154
H1 -0.66 -0.05 -1.30  0.120
H2 -0.85 1.59 0.14  0.069
H3 -1.27 -1.35 0.89  0.123

***

Which of them is the most stable? Correct choice: #ii.